A 19-piece molecular cluster, C74H115F7O40S12 overall, computed with ωB97M-V/def2-TZVPD.

Geometry as XYZ:
```
248
Properties=species:S:1:pos:R:3:forces:R:3
F 20.93422 6.45028 31.83736 -0.265 0.494 -0.513
C 22.21091 6.89873 31.75264 0.151 -0.582 0.523
C 23.08575 6.20601 32.56640 0.556 0.407 0.577
C 24.41410 6.60299 32.61343 -1.227 0.706 -0.503
C 24.76134 7.73381 31.86067 1.380 -0.441 -0.357
C 23.91689 8.38155 30.96572 -1.636 -0.548 0.964
C 22.56911 7.95905 30.94734 0.068 -0.584 0.041
H 22.71058 5.50777 33.29996 -0.148 -0.387 -0.335
H 25.07537 6.07026 33.28076 0.319 0.283 -0.088
H 25.79662 8.03362 31.92944 0.118 0.297 -0.085
H 24.16850 9.26224 30.39347 0.371 -0.098 0.006
H 21.76786 8.34978 30.33764 0.256 0.477 -0.097
F 19.88122 12.69037 23.59585 -0.724 0.647 -0.368
C 21.07583 12.21977 23.23138 1.933 -1.513 1.829
C 21.87194 11.68982 24.26386 0.092 0.614 -0.266
C 23.11988 11.12512 23.98528 -1.847 -0.360 -1.138
C 23.46537 10.91989 22.64220 -0.484 1.097 -0.353
C 22.63267 11.43044 21.56987 1.072 -0.695 2.372
C 21.46485 12.09804 21.92792 -0.519 -0.241 -1.005
H 21.53119 11.71843 25.28830 -0.225 0.152 0.088
H 23.63455 10.62121 24.79000 0.398 0.265 -0.031
H 24.42078 10.42083 22.57491 -0.029 -0.141 -1.039
H 22.82534 11.26423 20.52028 0.300 -0.019 0.086
H 20.75295 12.38221 21.16710 0.040 0.266 -0.232
F 16.91989 14.26948 25.85006 -0.667 1.420 -0.431
C 17.25835 13.22513 26.57287 1.254 -2.782 0.271
C 17.07713 13.15368 27.93855 0.139 1.332 0.142
C 17.60116 12.10217 28.67286 -0.469 -1.125 -1.193
C 18.13980 11.01346 27.96379 0.814 -0.156 -0.546
C 18.28203 10.99216 26.56038 -0.913 2.200 1.317
C 17.85532 12.16514 25.89633 0.097 -0.824 -0.347
H 16.64976 14.03906 28.38560 -0.240 -0.026 0.448
H 17.49307 12.05109 29.74623 0.139 0.127 0.068
H 18.60201 10.17925 28.47055 -0.239 -0.025 0.482
H 18.73979 10.15912 26.04765 -0.099 0.084 -0.099
H 17.97244 12.24753 24.82587 -0.029 0.027 -0.116
F 13.54515 17.03320 22.28358 0.198 0.373 0.014
C 13.95159 15.83778 21.84587 0.683 -2.836 -0.891
C 13.79231 15.44268 20.50239 -0.063 0.501 -0.029
C 14.01683 14.12449 20.12849 1.255 -0.750 0.756
C 14.55404 13.20452 21.03625 -1.744 0.394 -0.717
C 14.77574 13.60769 22.32401 0.810 -0.663 0.492
C 14.50751 14.88717 22.73695 -1.158 2.282 -0.121
H 13.53482 16.12089 19.70231 -0.399 0.385 0.270
H 13.94780 13.70524 19.13559 -0.494 0.727 -0.381
H 14.53134 12.16815 20.73321 0.700 -0.124 0.132
H 15.22098 12.89282 23.00011 -0.131 0.016 0.353
H 14.57067 15.21962 23.76257 0.268 -0.293 0.239
F 22.57746 9.36425 28.10350 0.924 1.237 0.029
C 22.09496 8.20364 27.70407 -0.173 -1.748 0.324
C 22.91691 7.05432 27.77886 -0.715 1.561 -0.034
C 22.32175 5.85252 27.48023 0.080 -0.617 -0.946
C 21.00451 5.80428 27.05040 -0.521 -0.626 0.238
C 20.21978 6.91493 27.07712 -0.635 1.758 -0.695
C 20.76379 8.16218 27.36538 0.625 -0.252 -0.141
H 23.94925 7.25742 28.02264 0.111 -0.525 0.189
H 22.81427 4.89463 27.40106 0.664 0.194 0.349
H 20.57396 4.89187 26.66500 0.097 -0.257 0.271
H 19.19449 6.97725 26.74353 -0.209 -0.681 -0.077
H 20.24477 9.09572 27.20563 -0.240 -0.025 0.364
F 16.93678 4.68441 30.80348 -0.515 1.533 1.280
C 16.58088 5.80392 31.57399 -0.315 -0.624 0.236
C 15.37529 5.82992 32.25773 -0.797 -0.729 -0.993
C 14.87500 6.98828 32.88683 1.839 -0.088 -1.293
C 15.72483 8.09019 32.80456 -0.151 0.410 0.361
C 16.98536 8.05374 32.17870 -1.228 0.457 1.963
C 17.41898 6.88731 31.64662 1.276 -0.715 -1.817
H 14.77792 4.95118 32.06441 -0.365 -0.135 0.473
H 13.88053 7.08322 33.29722 0.079 -0.302 0.135
H 15.40358 9.01375 33.26309 0.076 0.054 0.093
H 17.64358 8.90272 32.29002 0.022 0.158 -0.371
H 18.35373 6.86162 31.10629 0.278 -0.144 0.124
F 16.95144 10.91611 22.10976 -0.767 0.818 -0.768
C 17.15277 9.77027 22.73958 -0.261 -1.897 1.064
C 18.38419 9.63678 23.34713 0.083 -0.861 0.210
C 18.69595 8.43215 24.00917 -1.226 -0.004 -1.251
C 17.75187 7.39224 23.92802 1.234 0.789 1.146
C 16.48664 7.57588 23.37531 1.606 -2.035 -0.189
C 16.17458 8.72613 22.75468 0.567 2.747 -1.125
H 19.13422 10.39556 23.17953 -0.067 0.187 0.245
H 19.68936 8.28874 24.40789 0.014 -0.138 0.131
H 18.06878 6.43342 24.31094 -0.262 -0.205 0.062
H 15.97003 6.65177 23.16191 -0.763 0.205 0.377
H 15.28653 8.79855 22.14434 -0.168 0.284 0.159
C 11.99208 18.55520 26.16702 -1.495 -1.241 -1.216
C 10.69610 17.98583 25.45012 -0.171 0.661 1.315
O 10.86388 16.58833 25.25628 0.757 -1.192 -0.311
S 11.93987 15.91325 26.28012 -0.596 0.557 0.441
O 12.76893 14.87041 25.65124 -1.956 3.006 1.435
O 11.21491 15.62671 27.53162 1.958 0.822 -2.475
O 12.76748 17.38055 26.36270 0.851 -1.690 0.678
H 11.71614 19.05321 27.09651 0.307 -0.166 0.048
H 12.48993 19.23431 25.47489 0.428 -0.173 0.328
H 10.45195 18.49428 24.51741 0.289 -0.441 -0.120
H 9.85522 18.11633 26.13128 -0.142 0.013 -0.071
C 21.15601 15.54531 24.43074 -0.927 0.296 0.821
C 20.56653 16.95019 24.68259 -2.059 -0.570 -1.401
O 21.58106 17.91168 24.79868 2.138 -0.826 0.376
S 23.02803 17.19565 24.44168 3.034 1.551 0.457
O 23.79589 17.04651 25.69823 -2.208 -0.079 -2.838
O 23.70308 17.92234 23.34558 -2.147 -1.998 2.389
O 22.42420 15.77257 23.90248 1.892 1.757 -0.225
H 20.58256 14.99363 23.68581 -0.018 0.075 0.194
H 21.24877 14.96861 25.35102 -0.117 -0.051 0.050
H 19.80801 16.93846 25.46529 0.598 0.273 0.571
H 20.03427 17.29263 23.79516 -0.297 -0.373 -0.260
C 20.31831 14.49083 30.97398 -1.431 -0.520 -0.788
C 20.48415 13.86685 29.56295 1.491 0.581 0.191
O 20.35925 12.44023 29.67542 0.030 -0.008 2.468
S 20.48039 11.96200 31.29145 -0.780 -2.660 -1.792
O 21.65438 11.06718 31.40834 -2.603 2.795 0.212
O 19.15368 11.34536 31.61893 3.354 2.232 -0.299
O 20.73951 13.46053 31.88704 -0.179 -1.808 -0.023
H 19.25216 14.69806 31.06605 -0.127 -0.173 0.603
H 20.85627 15.40079 31.23984 0.410 -0.325 -0.473
H 21.50831 14.08381 29.25942 0.006 -0.084 -0.423
H 19.78761 14.24251 28.81340 -0.069 -0.122 0.321
C 11.47877 17.70069 30.23817 0.728 1.312 -1.624
C 11.45659 16.78072 31.35433 -0.337 -1.738 0.158
O 12.56220 15.90819 31.09794 1.654 -1.032 -0.106
S 13.84658 16.55709 30.28505 -1.864 0.268 0.642
O 14.19474 15.71666 29.13185 -0.855 1.886 2.302
O 14.89335 16.96312 31.21883 -1.935 -0.492 -1.906
O 12.88096 17.87304 29.87869 1.474 -0.039 -0.078
H 10.97167 18.61635 30.54233 0.665 0.512 -0.325
H 10.98934 17.31670 29.34313 -0.031 -0.222 0.118
H 10.53447 16.23256 31.16107 0.124 -0.641 0.780
H 11.45570 17.18922 32.36488 0.393 0.029 -0.130
O 18.22527 14.91755 34.20837 -1.440 1.750 -2.580
S 17.42687 15.63073 33.16997 -1.467 -0.390 1.534
O 17.00019 14.94997 31.94958 1.532 0.443 1.083
O 15.99022 16.10721 33.84539 2.426 1.762 -1.019
C 15.06511 15.10419 34.09797 -1.641 -1.882 1.972
C 13.67579 15.60107 34.61012 -0.073 -0.077 -0.464
C 18.09888 17.31788 32.78992 -1.033 -0.839 0.450
H 15.49459 14.50525 34.90104 -0.165 -0.121 0.103
H 14.92285 14.39619 33.28151 -0.068 0.436 -0.433
H 13.61714 16.15216 35.54873 0.818 0.446 -0.154
H 12.99655 14.78207 34.84667 0.595 -0.602 -0.262
H 13.09240 16.11543 33.84646 0.370 0.347 -0.092
H 17.38358 17.76623 32.10040 0.227 -0.430 -0.430
H 19.11465 17.20507 32.41101 -0.220 0.048 -0.008
H 18.02371 17.97212 33.65849 0.364 -0.537 0.362
O 13.82425 8.70475 25.16782 -0.226 0.046 1.274
S 13.47972 9.42103 26.37904 0.462 2.008 -0.298
O 12.08537 9.69657 26.69392 2.060 -0.870 0.217
O 14.24746 8.78503 27.69917 -1.889 1.135 -1.302
C 15.55182 8.26781 27.55218 1.621 -0.729 0.891
C 16.31308 8.42048 28.90187 -0.903 -0.358 -1.034
C 14.36778 11.06194 26.28091 -0.621 -0.919 -0.384
H 16.18823 8.68481 26.77167 -0.524 0.640 -0.331
H 15.46241 7.21221 27.29561 -0.001 -0.119 0.114
H 17.29037 7.96942 28.72993 0.068 -0.141 0.308
H 15.75646 7.88564 29.67142 0.231 0.020 0.066
H 16.46814 9.45624 29.20398 -0.230 -0.039 -0.131
H 15.38823 10.89754 25.93484 0.095 -0.226 0.529
H 14.27531 11.60883 27.21924 0.162 -0.262 -0.011
H 13.91266 11.64668 25.48151 -0.461 -0.184 0.072
O 11.15293 14.30176 33.26658 0.235 -2.063 -0.298
S 11.38605 12.86880 33.16311 0.945 -2.268 -0.890
O 10.62293 11.98761 32.23336 1.763 2.471 1.989
O 13.06042 12.67155 32.88952 -1.989 0.977 -0.198
C 13.49038 11.34529 32.57741 -0.515 -1.037 -0.336
C 14.73956 11.20212 31.71694 -0.399 0.026 0.438
C 11.37485 12.09845 34.81259 -0.336 0.948 -0.024
H 12.70820 10.80694 32.04218 -0.310 0.402 -0.292
H 13.56940 10.74277 33.48230 0.469 0.296 0.429
H 14.69791 11.76536 30.78469 -0.106 0.025 0.047
H 14.68521 10.13341 31.50955 0.450 0.026 -0.435
H 15.68593 11.39074 32.22382 -0.076 0.167 0.052
H 10.35226 12.23383 35.16487 0.044 -0.145 0.103
H 12.06805 12.66147 35.43758 -0.075 0.211 -0.126
H 11.68651 11.05619 34.88083 -0.190 0.066 -0.729
O 21.51179 17.76463 30.29447 -1.933 0.151 -1.462
S 20.49991 17.83128 29.24121 0.069 0.642 -1.034
O 20.21794 16.65971 28.40206 0.585 1.523 1.273
O 19.05900 18.29786 29.92823 1.946 -0.316 -0.869
C 17.88469 17.80080 29.28186 -2.746 0.328 -1.092
C 16.73182 18.85051 29.31560 0.975 0.388 0.668
C 20.84981 19.30320 28.07240 -0.637 0.021 0.763
H 17.56465 16.88626 29.78115 0.081 -0.014 0.097
H 17.92407 17.60015 28.21121 1.183 -0.253 0.070
H 16.89787 19.72231 28.68277 0.786 0.103 0.128
H 16.65889 19.17847 30.35253 -0.614 0.188 -0.074
H 15.77388 18.54380 28.89560 0.069 -0.855 0.470
H 21.42136 20.10367 28.54216 0.545 -0.673 0.427
H 19.93347 19.85237 27.85596 -0.561 -0.733 0.022
H 21.28306 19.00805 27.11674 0.149 -0.513 0.388
O 17.86532 19.26552 26.00640 -1.277 0.374 -0.537
S 16.60972 19.70200 25.40808 -0.921 0.179 -0.471
O 15.59387 20.39432 26.21741 2.100 -1.198 -1.763
O 16.95570 20.67440 24.11647 -2.653 -0.364 3.267
C 18.00561 20.47948 23.24266 1.961 0.787 -0.387
C 19.35507 21.06368 23.82819 -0.405 -1.419 0.041
C 15.84197 18.23280 24.53530 1.003 1.164 0.069
H 17.61955 21.03272 22.38652 0.616 -0.028 -0.321
H 18.06440 19.42546 22.97119 0.404 -0.078 -0.093
H 19.81882 20.28131 24.42899 0.005 -0.231 -0.018
H 19.21558 21.85546 24.56421 -0.399 0.327 -0.527
H 20.11220 21.31482 23.08538 -0.371 0.238 -0.187
H 15.62585 17.50187 25.31449 -0.072 0.011 -0.236
H 16.59479 17.90974 23.81628 0.382 -0.363 0.468
H 15.01929 18.47811 23.86365 -0.383 0.409 0.749
O 20.14561 15.19005 16.80413 -2.554 -0.364 2.104
S 18.94242 15.13127 17.65778 0.649 -1.857 -0.164
O 17.85340 14.16511 17.42745 1.928 1.891 -0.035
O 19.46220 14.84751 19.21793 0.732 0.969 -1.768
C 18.58979 14.72480 20.34631 -1.668 -1.484 -0.761
C 17.80139 13.37814 20.28086 0.613 0.064 0.882
C 18.27082 16.76794 17.81058 -0.226 -0.565 0.435
H 17.85044 15.52536 20.36989 0.130 0.308 0.019
H 19.19953 14.79205 21.24731 0.252 -0.041 -0.294
H 16.82798 13.43620 19.79380 0.357 0.167 -0.064
H 17.65484 12.99747 21.29165 -0.283 0.328 0.169
H 18.38876 12.57365 19.83825 0.144 0.281 -0.422
H 17.37912 16.58872 18.41128 -0.039 0.398 0.064
H 17.97750 17.17249 16.84186 0.283 -0.166 0.048
H 19.01435 17.35972 18.34449 -0.144 0.104 -0.221
O 9.41745 11.37381 28.78753 0.589 2.245 -1.151
S 9.99656 12.61055 28.24606 0.301 -0.007 1.813
O 10.00399 12.90661 26.83329 -0.296 -0.460 0.699
O 9.36230 13.95393 29.01798 0.757 -0.908 -0.427
C 8.12867 14.52618 28.54075 0.811 0.162 -1.049
C 7.06141 13.54838 28.68583 -2.039 -1.573 0.991
C 11.72896 12.71479 28.90537 -1.687 -0.021 -0.655
H 8.16418 14.78963 27.48367 0.687 0.196 -0.147
H 7.96872 15.45232 29.09283 0.155 -0.181 0.269
H 6.06385 13.93877 28.48439 0.023 0.331 -0.007
H 7.05632 13.15212 29.70124 -0.120 0.080 0.179
H 7.13914 12.65344 28.06847 0.421 0.211 -0.299
H 12.02618 11.69118 28.67735 0.514 0.158 -0.102
H 11.75434 12.89253 29.98047 -0.324 -0.007 -0.143
H 12.19770 13.51877 28.33792 0.200 -0.330 0.080
O 15.68652 10.14884 35.48408 0.585 1.743 0.756
S 16.01181 11.54497 35.74921 0.085 0.262 0.933
O 14.89206 12.51059 35.72771 2.203 -1.511 0.264
O 16.85564 11.65603 37.24816 -1.756 -0.965 -1.422
C 16.76359 12.86804 38.01003 0.836 1.390 -0.379
C 17.60950 12.79038 39.29044 -0.805 -0.375 -0.110
C 17.42926 12.00993 34.65999 -1.434 0.136 0.994
H 15.75568 13.23752 38.19904 -0.284 -0.763 0.128
H 17.18058 13.64939 37.37464 0.222 0.279 -0.071
H 17.21677 11.99769 39.92724 0.329 -0.324 -0.100
H 17.47066 13.68098 39.90334 -0.038 0.300 -0.347
H 18.67672 12.67901 39.09880 -0.161 -0.222 -0.067
H 18.02556 11.10556 34.53896 -0.209 0.147 -0.227
H 17.98493 12.81402 35.14244 -0.130 -0.134 -0.054
H 16.91979 12.40446 33.78084 0.434 -0.251 -0.273
```
Forces are in eV/Å.

DFT total energy	-309533.661	eV
charge	0
HOMO energy	-8.93	eV
molar mass	2162.48	g mol⁻¹
LUMO	-0.010	Eh
max |F|	4.22	eV/A